Formula: C20H22BNO5
Source: the Open Molecules 2025 dataset
Level of theory: the ωB97M-V functional and the def2-TZVPD basis

Calculated values
* charge: 0
* HOMO level: -8.326 eV
* HOMO-LUMO gap: 8.7 eV
* relative energy (zero: lowest compared OMol25 entry of this formula, charge and spin): 2.346 eV
* E_tot: -33501.935 eV

Element x y z (Å)
O: -1.2757 2.2341 0.1852
O: -3.1548 1.7181 3.0371
O: 2.1432 1.8670 3.4963
O: -4.3990 -0.4782 2.8773
O: 0.1370 -3.0688 -0.6735
N: -1.3320 0.5487 1.6993
C: -0.8690 -2.8147 0.2262
C: -2.6788 0.2082 1.2098
C: 2.2970 -0.2330 -0.7475
C: -0.6210 0.0122 -3.2965
C: 1.6487 1.5770 0.6966
C: -2.6660 -1.2669 0.8482
C: -1.5420 -1.7038 -0.0261
C: 3.2449 0.6381 -1.2336
C: -0.6973 1.6403 1.0791
C: 0.2813 -0.9819 -3.7313
C: -1.2575 -0.0978 -2.0452
C: -1.0103 -1.2463 -1.2924
C: 2.5640 2.4480 0.0946
C: 0.7193 -2.0079 -2.9295
C: 1.7638 -2.9297 -3.3373
C: 1.4896 0.3149 0.2234
C: 0.5649 2.0901 1.6755
C: 0.0351 -2.1779 -1.7393
C: 3.3551 1.9381 -0.8759
C: 0.8472 1.6019 3.1358
B: -3.5268 0.5107 2.5163
H: 2.2366 -1.2145 -1.0854
H: 2.4790 -3.0859 -2.5264
H: 0.3197 2.0828 3.8773
H: -2.8935 0.8083 0.3506
H: 4.0241 2.5277 -1.5465
H: -0.6531 0.9715 -3.8165
H: 0.8030 0.4902 3.1227
H: 2.8010 1.6618 2.7439
H: -2.4462 2.2253 2.5541
H: -0.9872 -3.3785 1.1067
H: 3.8351 0.2454 -2.1098
H: 0.7693 -0.7786 -4.7110
H: 1.2628 -3.7836 -3.7894
H: 2.6811 3.4807 0.2853
H: -0.8178 -0.0446 2.4118
H: -4.9123 -0.2245 3.6667
H: -2.7523 -1.9012 1.7379
H: 0.6063 3.2134 1.6835
H: -3.5859 -1.4523 0.2494
H: -1.9119 0.6799 -1.7396
H: 0.6824 -0.2937 0.6086
H: 2.3990 -2.5702 -4.1467